[1]
12
Properties=species:S:1:pos:R:3 method="wB97M-V/def2-TZVPD" energy_ev=-35929.6165 homo_energy_ev="-10.75 / -11.25" de_lowest_kcal_mol=115.8 lumo_energy_ev="-4.222 / -5.587" gap_ev="6.53 / 5.66" spin_multiplicity=5 total_charge=+1
C -0.72 1.62 -0.39
H 2.46 -1.74 1.38
C 0.07 -0.54 -0.35
Er -2.06 3.61 1.19
C -0.46 -0.41 -1.48
H 0.02 1.98 -1.15
C 0.66 -1.31 0.75
O 2.06 -1.45 0.56
O -1.96 1.96 -0.52
H 0.44 -0.78 1.70
H -0.68 -0.64 -2.51
H 0.17 -2.29 0.80

[2]
102
Properties=species:S:1:pos:R:3 method="wB97M-V/def2-TZVPD" energy_ev=-181293.7752 homo_energy_ev="-9.03 / -9.95" de_lowest_kcal_mol=11.2 lumo_energy_ev="-2.190 / -2.294" gap_ev="6.84 / 7.66" spin_multiplicity=3 total_charge=+1
H 1.90 4.81 -2.10
C 2.42 2.91 -1.23
H -1.29 2.05 -1.48
H -3.22 -7.37 -1.04
C -4.06 -1.95 5.25
H -2.47 -3.24 -1.86
H -0.97 -3.72 2.70
C 3.48 -3.55 -2.51
C -2.25 -0.07 -2.55
C -4.91 -2.36 4.24
N -1.00 -0.50 -2.33
C -0.24 2.30 -1.43
H 2.78 -4.37 -2.42
C -6.25 -1.00 -1.30
H -0.52 4.26 -2.26
H 3.78 1.45 4.30
H -4.39 -1.97 6.28
C -3.29 -6.05 0.65
H 4.00 -3.39 -1.57
C 4.60 2.21 -0.55
N 1.12 1.35 3.37
C 1.89 1.67 -0.81
C 0.77 -2.73 1.93
H 0.24 0.15 -5.38
C -3.19 -1.91 2.61
H 0.46 -1.74 2.24
H -2.05 1.06 -5.72
C 2.73 0.67 -0.22
H -5.02 -2.73 -1.05
O 4.13 -2.04 0.14
C 0.43 -5.11 1.87
C 2.00 -2.92 1.31
C 1.52 3.85 -1.77
C -1.76 0.62 -4.77
H 2.05 -0.40 3.30
H -0.20 -5.97 2.08
C 1.91 2.36 3.87
N 1.51 3.51 3.43
C -6.45 0.34 -0.98
C 3.26 -1.32 -3.65
H -2.12 -1.18 5.73
As -2.64 -1.88 0.74
N 2.74 -2.34 -2.88
H 3.44 -4.30 0.55
S -1.02 1.17 1.61
H -5.16 -2.65 2.13
C 0.20 3.56 -1.86
C -2.72 -4.03 -1.15
C 3.06 2.11 4.78
C -2.34 -1.49 3.62
H -6.96 -1.51 -1.95
N 2.09 -0.52 0.17
H 4.76 0.25 0.32
H 4.21 4.11 -1.43
C -0.15 -0.41 -3.35
N 1.16 -0.89 -3.15
C -2.89 -3.72 0.20
H 1.15 -0.11 4.69
C -5.55 0.98 -0.14
C -4.25 -1.04 0.04
N 1.18 0.00 3.69
H 5.66 2.39 -0.43
C 3.80 3.17 -1.10
C -2.67 0.51 -3.73
H -1.35 -1.11 3.40
H -2.93 -0.17 -1.72
H 4.19 -3.76 -3.30
C -4.46 0.30 0.37
C 1.67 -5.29 1.29
C -5.16 -1.69 -0.79
O 3.46 -0.97 2.24
C -2.78 -1.51 4.94
H -7.31 0.87 -1.38
C -2.84 -5.33 -1.60
C 4.08 0.97 -0.11
Ti -0.11 -0.63 -0.20
H 2.29 0.54 -4.33
H 2.03 -6.28 1.05
C 0.19 1.90 2.55
H 2.73 1.64 5.70
S 3.05 -1.55 0.96
H 3.53 3.06 5.02
C 1.47 -2.08 -2.53
H -3.52 -6.84 1.35
C -4.48 -2.34 2.92
C 2.47 -4.19 1.01
H 4.28 -1.31 -3.98
H -0.03 3.93 2.12
N 0.46 3.20 2.62
C 2.28 -0.41 -3.83
H -3.31 -4.53 2.15
H -3.77 0.81 1.03
H -5.71 2.02 0.13
C -3.18 -4.74 1.10
H -2.70 -5.56 -2.65
S 0.46 -3.01 -1.56
H -3.69 0.86 -3.83
C -0.02 -3.84 2.21
C -3.13 -6.35 -0.70
C -0.48 0.13 -4.58
H -5.91 -2.69 4.47
N 0.56 1.38 -0.93

[3]
19
Properties=species:S:1:pos:R:3 method="wB97M-V/def2-TZVPD" energy_ev=-9368.9250 homo_energy_ev=-8.84 de_lowest_kcal_mol=52.3 lumo_energy_ev=0.896 gap_ev=9.74 total_charge=0
H 2.56 0.77 -0.57
H -1.26 1.65 -0.66
H -1.60 1.90 0.81
C 2.16 -0.25 -0.51
H 3.81 -0.90 -1.55
H 0.09 -0.27 1.28
H -2.04 -0.93 0.34
C 0.08 0.48 0.47
H -3.16 0.14 -0.50
O -3.19 0.30 1.60
C -1.31 1.00 0.24
C -2.52 0.06 0.38
H 2.44 -0.66 0.47
H 0.69 1.27 0.92
H 2.52 -1.87 -1.72
H -3.24 -0.49 2.11
N 0.71 -0.16 -0.67
N 2.80 -0.90 -1.65
H 0.45 -1.14 -0.78

[4]
152
Properties=species:S:1:pos:R:3 method="wB97M-V/def2-TZVPD" energy_ev=-138542.9739 homo_energy_ev=-7.38 de_lowest_kcal_mol=13.7 lumo_energy_ev=0.520 gap_ev=7.90 total_charge=0
H -3.61 2.17 3.02
C 3.16 -3.99 -0.11
C 3.65 -5.38 -0.50
C 3.54 -1.77 0.86
H 1.16 -1.27 -7.41
C -2.73 -0.28 3.96
H -2.69 -1.50 -2.26
H -6.07 -0.95 4.13
H 5.16 -5.62 1.05
H -4.14 -0.86 -3.04
H 0.89 -4.01 2.55
H -4.28 1.66 -3.57
H -1.96 -2.07 4.98
H 2.95 3.60 -3.10
C 1.25 0.68 -3.77
Y -0.12 0.70 0.44
H -4.94 -1.07 2.77
C 4.48 -0.76 1.49
C 2.01 2.48 -5.42
H 2.03 2.20 0.41
H -6.82 -0.03 0.85
H 1.72 -6.35 -0.24
H 2.09 4.94 -0.90
C 1.18 -1.60 -4.65
C -2.26 4.89 5.18
H 5.71 -2.15 2.63
H 0.56 4.06 -3.78
H -5.52 1.47 2.41
C 4.74 0.31 0.42
H 2.86 -1.43 -6.94
C 1.17 4.67 -0.38
H 2.06 -2.72 -7.82
H 2.35 -4.02 -4.33
H -0.05 -4.05 -5.16
O 0.53 1.08 -1.51
H -3.44 0.47 6.49
C 0.40 -1.11 -2.43
H 2.88 -4.27 -5.99
C -0.79 -1.14 3.35
H -3.57 3.91 3.82
C 0.21 3.86 1.74
H 5.40 -6.63 -0.38
H 5.40 1.08 0.79
C 2.63 -3.51 -5.25
B -2.72 1.77 2.36
N -2.42 1.15 -0.08
C -4.12 -0.25 6.04
H 0.67 3.88 -0.93
H -7.31 1.41 -0.05
H -0.45 2.75 -4.40
H 2.73 -6.34 1.21
C 1.47 -0.25 -4.77
C -2.66 0.65 -2.53
N -1.62 2.85 2.31
C -2.75 4.62 3.76
H 3.40 3.33 0.53
H 2.16 3.56 -5.51
C -3.29 5.91 3.12
N -2.19 0.46 2.97
H -4.48 0.90 4.28
H 5.20 -0.15 -0.46
C 0.01 -3.39 2.71
C 1.58 2.16 -3.98
C 1.43 -2.34 -0.13
H -5.05 3.81 1.64
H 3.52 -2.92 -5.05
H 3.63 1.98 -3.33
H -4.16 6.27 3.66
C 2.74 2.53 -3.04
C 0.33 3.00 -3.69
H -6.76 3.56 2.00
H 1.19 -4.28 -0.94
H 0.34 -3.05 -3.29
C -0.49 4.72 2.57
C -3.19 1.69 -3.52
C -5.72 1.77 1.38
H 3.98 -6.49 -2.33
C 5.83 -1.36 1.89
H 4.97 -3.32 0.79
H -5.38 0.99 -1.46
C -5.95 3.28 1.34
H 1.88 0.10 -5.70
C -4.53 1.10 -0.81
H -6.21 3.59 0.33
C 2.46 3.02 1.00
H -2.79 1.49 -4.51
H 1.25 2.19 -6.14
C 0.62 -2.02 -3.45
C 1.92 -1.96 -7.06
C 0.42 -2.01 3.24
H 2.07 -2.68 4.46
N -3.25 1.46 0.94
C -5.03 -1.13 3.86
H -2.89 2.69 -3.21
C 1.87 -3.61 -0.44
H -0.18 5.71 2.87
H 2.49 2.27 -2.02
H 3.76 -0.91 3.52
C 0.25 -3.48 -6.03
H 1.95 5.02 1.59
C 2.74 -6.44 0.13
C -1.86 -1.31 4.24
C -4.54 1.43 0.53
H 6.45 -0.58 2.34
H -3.07 5.27 5.80
C 2.22 -1.37 0.51
H -5.12 -0.09 6.43
H 3.11 -7.44 -0.13
H 0.47 -4.18 -6.84
C 1.13 -2.13 4.58
H -1.57 0.72 -2.51
H 2.88 0.27 2.54
H 3.80 0.76 0.11
H 0.52 -2.66 5.31
C 5.09 -5.65 -0.04
H -0.03 2.81 -2.68
H -0.51 -3.29 1.75
H 0.52 5.54 -0.35
H -1.46 5.64 5.18
H 1.36 -1.14 4.98
C -3.06 -0.76 -2.97
C 1.49 -2.62 -5.74
O 1.74 -0.18 0.78
H -1.87 3.98 5.63
H 1.10 -1.55 2.53
Se -0.32 -1.78 -0.75
C 3.62 -5.51 -2.02
C -6.98 1.04 0.92
H -3.58 5.73 2.08
H -0.58 -2.85 -6.34
H 5.77 -4.92 -0.46
H -0.66 -3.89 3.41
H -2.53 6.68 3.12
H 2.61 -5.38 -2.40
N -0.48 2.72 1.59
C -1.66 4.06 2.91
C -3.19 0.94 -1.16
H -4.76 -2.13 4.17
C 3.96 -3.05 0.54
C -4.11 -0.10 4.52
C 3.86 -0.15 2.75
C 1.49 4.19 1.04
C 0.73 0.26 -2.52
H -3.80 -1.25 6.33
N -1.01 -0.08 2.58
H -7.79 1.22 1.63
H 4.50 0.65 3.14
H 4.25 -4.75 -2.48
H 2.95 1.99 -5.67
H 2.68 2.66 2.01
H -2.62 -0.97 -3.95
H 6.37 -1.75 1.04